A structure of composition C15H12GaN2O5 at a distorted geometry, computed with ωB97M-V/def2-TZVPD.

Each line ends with the Mulliken charge.
CARTESIAN COORDINATES (ANGSTROEM)
O1 0.408 -2.867 -3.213  -0.03
C1 0.426 -1.739 -3.422  0.20
Ga1 0.406 0.345 -3.301  1.04
O2 -2.522 0.342 -4.934  -0.01
C2 -1.510 0.378 -4.398  0.36
C3 2.282 0.423 -4.372  0.42
O3 3.290 0.402 -4.940  -0.03
C4 0.370 2.479 -3.221  0.23
O4 0.344 3.631 -3.271  -0.02
C5 -1.528 0.097 2.917  -0.93
N1 -1.451 0.186 1.480  0.07
N2 -0.319 -0.128 0.783  0.19
C6 -0.563 0.100 -0.512  1.03
O5 0.365 -0.159 -1.390  -0.45
C7 -1.890 0.615 -0.650  -0.79
C8 -2.401 0.656 0.632  0.50
C9 -3.733 1.138 1.089  -1.67
C10 0.986 -0.509 1.260  0.84
C11 1.151 -1.347 2.356  -0.23
C12 2.430 -1.712 2.780  -0.76
C13 3.569 -1.312 2.070  -0.49
C14 3.404 -0.537 0.917  -0.85
C15 2.126 -0.134 0.532  -0.01
H1 -2.476 0.561 3.212  0.32
H2 -0.687 0.629 3.390  0.44
H3 -1.519 -0.955 3.245  0.38
H4 -2.379 0.945 -1.535  0.24
H5 -4.341 0.344 1.572  0.40
H6 -3.670 2.012 1.771  0.41
H7 -4.285 1.467 0.194  0.36
H8 0.271 -1.693 2.894  0.25
H9 2.537 -2.309 3.684  0.42
H10 4.567 -1.592 2.410  0.43
H11 4.276 -0.217 0.339  0.37
H12 2.064 0.461 -0.369  0.35

HOMO-LUMO gap ... 4.2 eV
Total charge ... +3
Multiplicity ... 1
E ... -81309.9476 eV
Relative energy (zero: lowest compared OMol25 entry of this formula, charge and spin) ... 0.00 kJ/mol

---

A structure of composition C15H12HfN2O6S2 at a distorted geometry, computed with ωB97M-V/def2-TZVPD.

Each line ends with the Mulliken charge.
CARTESIAN COORDINATES (ANGSTROEM)
Hf1 -0.016 -0.203 -0.490  1.42
O1 -3.328 -1.837 0.411  -0.57
S1 -1.956 -1.708 0.132  1.47
O2 -1.193 -0.716 0.988  -0.56
O3 -1.593 -1.132 -1.226  -0.44
C1 -1.128 -3.294 0.102  0.23
C2 -1.944 -4.369 0.429  -0.52
C3 -1.492 -5.674 0.276  -0.68
C4 -0.216 -5.905 -0.215  -0.71
C5 0.606 -4.833 -0.537  -0.56
C6 0.160 -3.525 -0.386  0.22
S2 1.414 -2.286 -0.700  1.50
O4 0.947 -1.334 -1.790  -0.44
O5 2.675 -2.869 -0.922  -0.57
O6 1.322 -1.324 0.460  -0.51
H1 -2.942 -4.166 0.789  0.53
H2 -2.140 -6.500 0.529  0.45
H3 0.137 -6.915 -0.353  0.44
H4 1.606 -4.985 -0.914  0.55
N1 1.154 1.501 0.395  -0.45
C7 1.836 1.811 -0.864  0.62
C8 3.155 2.186 -0.977  -0.80
C9 3.695 2.499 -2.241  -0.86
C10 2.925 2.456 -3.373  -0.82
C11 1.563 2.085 -3.302  0.85
C12 0.701 2.018 -4.420  -0.57
C13 -0.616 1.656 -4.242  -0.75
C14 -1.067 1.310 -2.962  -0.03
N2 -0.288 1.351 -1.882  -0.42
C15 1.021 1.751 -2.034  0.48
H5 1.833 1.242 1.130  0.38
H6 0.663 2.346 0.733  0.34
H7 3.794 2.261 -0.108  0.44
H8 4.731 2.798 -2.302  0.43
H9 3.337 2.699 -4.339  0.47
H10 1.092 2.247 -5.402  0.49
H11 -1.299 1.622 -5.079  0.44
H12 -2.097 1.006 -2.800  0.52

HOMO-LUMO gap ... 8.5 eV
Total charge ... +2
Multiplicity ... 1
E ... -53979.5022 eV

---

The molecule C15H12N2O3S at a distorted geometry, computed with ωB97M-V/def2-TZVPD.

Each line ends with the Mulliken charge.
CARTESIAN COORDINATES (ANGSTROEM)
C1 -5.996 -1.861 0.287  -0.66
O1 -4.810 -1.159 -0.052  -0.26
C2 -4.456 -0.177 0.789  0.26
O2 -5.082 0.124 1.777  -0.60
C3 -3.219 0.483 0.372  0.40
C4 -2.533 1.509 0.978  -0.66
C5 -1.406 1.755 0.175  -0.18
C6 -1.482 0.867 -0.869  0.25
C7 -0.564 0.628 -2.001  -0.84
S1 0.648 -0.693 -1.589  -0.24
C8 1.824 0.223 -0.674  0.68
N1 1.661 1.521 -0.580  -0.37
C9 2.576 2.205 0.120  -0.29
N2 3.616 1.726 0.730  -0.62
C10 3.815 0.390 0.652  0.09
C11 4.926 -0.191 1.291  -0.40
C12 5.130 -1.542 1.211  -0.36
C13 4.245 -2.365 0.498  -0.72
C14 3.154 -1.829 -0.134  -0.66
C15 2.920 -0.447 -0.068  0.64
O3 -2.574 0.096 -0.751  -0.27
H1 -6.123 -2.625 -0.476  0.22
H2 -6.850 -1.181 0.297  0.30
H3 -5.899 -2.315 1.275  0.30
H4 -2.818 2.006 1.882  0.51
H5 -0.635 2.481 0.331  0.55
H6 -1.100 0.254 -2.872  0.48
H7 0.019 1.518 -2.229  0.39
H8 2.413 3.274 0.174  0.43
H9 5.595 0.457 1.834  0.47
H10 5.982 -1.989 1.702  0.39
H11 4.429 -3.428 0.452  0.40
H12 2.462 -2.447 -0.687  0.36

HOMO-LUMO gap ... 8.5 eV
Total charge ... 0
Multiplicity ... 1
E ... -35707.6966 eV
Relative energy (zero: lowest compared OMol25 entry of this formula, charge and spin) ... 125.59 kJ/mol

---

A structure of composition C15H13AuI2N4S2, computed with ωB97M-V/def2-TZVPD.

Each line ends with the Mulliken charge.
CARTESIAN COORDINATES (ANGSTROEM)
Au1 0.474 -0.551 0.900  0.51
S1 -1.462 0.719 1.664  -0.28
C1 -1.915 1.353 0.165  0.44
C2 -3.314 1.621 -0.009  -0.02
N1 -4.440 1.831 -0.113  -0.48
C3 -1.078 1.521 -0.946  0.77
S2 0.554 1.118 -1.051  -0.32
C4 -1.699 1.959 -2.164  -0.24
N2 -2.161 2.321 -3.153  -0.49
I1 2.928 -1.837 -0.412  0.13
I2 5.138 -2.989 -1.428  -0.17
C5 2.682 2.442 1.643  -0.85
C6 2.686 1.255 2.533  0.33
N3 2.006 0.134 2.385  0.08
C7 2.305 -0.671 3.466  -0.53
C8 3.181 -0.029 4.275  -0.47
N4 3.410 1.186 3.671  -0.04
H1 2.160 2.203 0.720  0.01
H2 3.700 2.753 1.406  0.37
H3 2.165 3.277 2.119  0.28
H4 1.878 -1.652 3.578  0.40
H5 3.654 -0.315 5.197  0.40
H6 4.015 1.913 4.010  0.17
C9 -0.833 -1.946 -0.003  -1.57
C10 -1.488 -1.594 -1.261  0.85
C11 -2.768 -1.032 -1.251  -0.41
C12 -3.389 -0.655 -2.437  -0.74
C13 -2.734 -0.829 -3.639  -0.40
C14 -1.464 -1.413 -3.666  -0.52
C15 -0.850 -1.792 -2.495  -0.37
H7 -0.112 -2.762 -0.089  0.62
H8 -1.553 -2.138 0.787  0.47
H9 -3.285 -0.901 -0.308  0.57
H10 -4.374 -0.206 -2.410  0.38
H11 -3.204 -0.511 -4.561  0.39
H12 -0.957 -1.558 -4.611  0.40
H13 0.143 -2.225 -2.514  0.33

HOMO-LUMO gap (alpha / beta) ... 5.3 / 5.3 eV
Total charge ... 0
Multiplicity ... 1
E ... -63289.4090 eV
Relative energy (zero: lowest compared OMol25 entry of this formula, charge and spin) ... 143.19 kJ/mol

---

A structure of composition C15H13BBr3F10NO4 at a distorted geometry, computed with ωB97M-V/def2-TZVPD.

Each line ends with the Mulliken charge.
CARTESIAN COORDINATES (ANGSTROEM)
O1 1.076 -1.115 -2.780  -0.45
C1 1.145 -0.230 -2.013  0.07
O2 0.084 0.406 -1.502  -0.19
C2 -0.478 -0.088 -0.223  1.85
C3 -1.971 0.198 -0.386  -0.93
C4 -2.615 -0.410 -1.614  -0.63
F1 -2.489 -1.779 -1.687  -0.29
C5 -0.155 -1.555 0.008  -1.79
B1 -0.919 -2.255 1.209  1.04
O3 -2.256 -2.472 1.189  -0.35
O4 -0.182 -2.742 2.294  -0.51
C6 0.090 0.789 0.895  -0.10
C7 -0.054 2.176 0.841  -0.58
C8 0.490 2.977 1.838  -0.66
C9 1.166 2.345 2.883  -0.48
C10 1.249 0.958 2.857  -0.50
N1 0.733 0.190 1.897  -0.26
C11 2.560 0.256 -1.633  1.16
F2 3.234 -0.829 -1.218  -0.33
F3 2.555 1.148 -0.625  -0.25
C12 3.363 0.904 -2.820  0.43
F4 2.882 0.510 -4.001  -0.28
F5 4.635 0.483 -2.719  -0.31
C13 3.448 2.467 -2.840  0.61
F6 4.008 2.773 -4.026  -0.30
F7 4.254 2.901 -1.870  -0.27
C14 2.092 3.237 -2.768  0.76
F8 2.149 4.327 -3.518  -0.28
F9 1.820 3.602 -1.527  -0.23
F10 1.111 2.466 -3.213  -0.27
H1 -2.062 1.271 -0.547  0.45
H2 -2.505 -0.025 0.531  0.50
H3 -2.196 0.042 -2.508  0.26
H4 -3.679 -0.176 -1.597  0.41
H5 -0.384 -2.101 -0.904  0.37
H6 0.902 -1.683 0.221  0.26
H7 -2.527 -2.992 1.955  0.17
H8 -0.214 -2.128 3.031  0.28
H9 -0.554 2.633 0.001  0.34
H10 0.399 4.050 1.798  0.46
H11 1.617 2.904 3.685  0.43
H12 1.769 0.451 3.658  0.45
C15 -4.771 -4.772 3.434  -0.31
Br1 -3.125 -5.752 3.274  -0.01
Br2 -6.048 -5.684 4.544  -0.05
Br3 -4.448 -2.976 4.052  -0.04
H13 -5.197 -4.697 2.445  0.39

HOMO-LUMO gap ... 9.8 eV
Total charge ... 0
Multiplicity ... 1
E ... -263426.9721 eV

---

A cluster of 2 separate species, C15H13Br2F5N3O3 in total at a distorted geometry, computed with ωB97M-V/def2-TZVPD.

Each line ends with the Mulliken charge.
CARTESIAN COORDINATES (ANGSTROEM)
N1 2.557 0.513 3.763  -0.53
C1 2.187 -0.720 3.776  -0.18
C2 1.714 -1.367 2.391  -0.90
C3 0.226 -0.820 2.090  0.14
C4 -0.930 -1.963 2.097  -0.42
N2 -0.524 -3.364 1.732  -0.72
C5 -1.064 -4.164 2.518  0.65
O1 -1.664 -4.751 3.301  -0.32
C6 -1.862 -1.491 0.877  -0.45
C7 -3.194 -0.708 1.182  0.73
F1 -3.414 0.409 0.406  -0.26
F2 -4.251 -1.586 0.924  -0.30
C8 -3.391 -0.258 2.697  0.54
F3 -3.697 -1.293 3.537  -0.23
F4 -4.511 0.560 2.695  -0.26
F5 -2.367 0.535 3.158  -0.18
N3 -0.826 -0.931 -0.035  -0.18
Br1 -1.265 -0.513 -1.822  0.22
C9 0.049 0.035 0.732  -0.83
Br2 -0.501 1.901 0.867  0.07
H1 2.461 0.837 2.782  0.27
H2 2.161 -1.285 4.748  0.36
H3 1.740 -2.490 2.484  0.36
H4 2.449 -1.018 1.606  0.38
H5 0.000 -0.294 3.057  0.59
H6 -1.407 -2.088 3.103  0.80
H7 -2.236 -2.389 0.295  0.54
H8 -0.141 -1.701 -0.182  0.55
H9 1.109 0.033 0.339  0.55
C10 1.514 1.127 -4.421  -0.24
C11 1.746 1.572 -5.655  -0.39
C12 1.966 3.013 -5.923  0.30
O2 2.175 3.419 -7.044  -0.51
C13 1.918 3.936 -4.765  -0.35
C14 1.686 3.489 -3.532  -0.34
C15 1.467 2.051 -3.267  0.32
O3 1.256 1.642 -2.137  -0.42
H10 1.351 0.078 -4.207  0.40
H11 1.785 0.910 -6.511  0.42
H12 2.081 4.985 -4.978  0.41
H13 1.647 4.150 -2.675  0.43

HOMO-LUMO gap ... 7.6 eV
Total charge ... +1
Multiplicity ... 1
E ... -180039.3883 eV